A molecular structure, C41H35BrN2NaP2SSi, computed with ωB97M-V/def2-TZVPD.

Structure (ORCA input):
```
! RIJCOSX wB97M-V def2-TZVPD def2/J DEFGRID3
* xyz -1 1
Na 0.58 2.24 -0.28
C 0.69 1.91 3.55
Si 0.37 0.63 2.13
C -1.08 -0.37 2.89
C -1.06 -1.59 3.58
C -2.24 -2.19 4.02
C -3.46 -1.59 3.79
C -3.52 -0.39 3.09
C -2.36 0.21 2.63
P -2.29 1.78 1.63
C -4.02 2.44 1.96
C -5.20 2.00 1.33
C -6.43 2.57 1.64
C -6.52 3.58 2.59
C -5.36 4.03 3.22
C -4.13 3.46 2.90
C -2.61 1.16 -0.08
C -2.62 -0.19 -0.43
C -2.97 -0.58 -1.72
C -3.32 0.36 -2.67
C -3.28 1.72 -2.35
C -2.93 2.11 -1.06
C 1.91 -0.52 2.35
C 2.39 -0.96 3.60
C 3.47 -1.82 3.71
C 4.12 -2.26 2.56
C 3.69 -1.84 1.32
C 2.60 -0.97 1.20
P 1.96 -0.39 -0.44
C 3.43 -0.83 -1.49
C 3.59 -1.97 -2.27
C 4.78 -2.21 -2.95
C 5.83 -1.32 -2.86
C 5.68 -0.16 -2.10
C 4.48 0.09 -1.44
C 0.76 -1.72 -0.87
C 0.27 -2.63 0.07
C -0.69 -3.57 -0.29
C -1.16 -3.63 -1.60
C -0.68 -2.72 -2.54
C 0.25 -1.77 -2.17
H 0.79 1.43 4.53
H -0.12 2.63 3.62
H 1.62 2.47 3.35
H -0.11 -2.07 3.78
H -2.19 -3.13 4.56
H -4.38 -2.06 4.13
H -4.49 0.07 2.90
H -5.15 1.21 0.59
H -7.32 2.22 1.14
H -7.48 4.03 2.83
H -5.42 4.82 3.96
H -3.23 3.82 3.39
H -2.35 -0.94 0.30
H -2.98 -1.63 -1.98
H -3.58 0.06 -3.68
H -3.52 2.46 -3.09
H -2.91 3.16 -0.81
H 1.89 -0.62 4.51
H 3.81 -2.15 4.69
H 4.97 -2.93 2.64
H 4.21 -2.19 0.43
H 2.79 -2.70 -2.32
H 4.89 -3.12 -3.54
H 6.77 -1.51 -3.37
H 6.49 0.56 -2.03
H 4.36 1.01 -0.86
H 0.62 -2.59 1.09
H -1.08 -4.26 0.46
H -1.90 -4.37 -1.88
H -1.06 -2.74 -3.55
H 0.58 -1.04 -2.91
S -0.16 1.83 -3.34
C 1.33 1.42 -3.99
N 2.44 2.13 -3.61
C 3.67 1.91 -4.06
C 3.89 0.93 -4.98
C 2.75 0.18 -5.33
N 1.54 0.39 -4.88
H 2.31 2.81 -2.83
H 4.45 2.53 -3.64
H 4.87 0.71 -5.36
H 2.86 -0.66 -6.02
Br 2.62 3.84 -1.01
*
```

Its HOMO energy is -0.126 hartree. Its electronic energy is -5799.7639 Eh.

---

A single C5H9NSi molecule, computed with ωB97M-V/def2-TZVPD.

Structure (ORCA input):
```
! RIJCOSX wB97M-V def2-TZVPD def2/J DEFGRID3
* xyz 0 1
C -0.90 -0.30 0.86
C -0.91 -1.77 0.62
C -0.73 0.66 -0.25
C 0.19 -1.31 1.17
C -1.31 1.64 -2.29
N -1.49 0.69 -1.25
Si 1.92 -1.46 1.82
H -1.49 0.11 1.69
H -1.48 -2.58 0.24
H 0.12 1.37 -0.14
H -0.37 2.21 -2.21
H -1.34 1.11 -3.25
H -2.15 2.34 -2.27
H 1.87 -1.38 3.28
H 2.70 -0.35 1.29
H 2.48 -2.74 1.39
*
```

Its HOMO energy is -0.337 hartree. Its SMILES is C/N=C/[C@H]1C=C1[SiH3]. Its electronic energy is -540.0353 Eh.

---

| no. | frontier orbital gap (eV) |
| --- | --- |
| 1 | 5.63 |
| 2 | 10.15 |